A cluster of 2 separate species, C8H17N3 in total, computed with ωB97M-V with the def2-TZVPD basis set.

Properties
Energy above the lowest of the compared OMol25 structures with the same formula, charge and spin   198.5 kJ/mol
LUMO   -7.026 eV
DFT total energy   -13022.48642 eV
Net charge   +2
Molar mass   155.25 g/mol

Last column: Löwdin charge in e.
Geometry (Å):
C -2.224 2.777 -2.187  -0.0326
C 0.110 1.996 -2.179  -0.0178
C -1.594 -1.714 2.135  -0.0999
C -1.430 -0.340 1.491  -0.0982
C -0.142 -2.122 2.418  -0.0963
C 0.001 -0.323 1.018  0.0213
C 1.911 0.462 -2.783  -0.0521
C 2.137 -1.408 1.527  0.0599
N -1.025 2.227 -2.188  0.1555
N 1.185 1.352 -1.848  -0.0004
N 0.640 -1.183 1.647  -0.0736
H -2.723 2.693 -1.184  0.1516
H -2.291 3.690 -2.697  0.1153
H -2.040 -1.669 3.025  0.0786
H -2.018 -2.480 1.403  0.1616
H -2.266 -0.119 0.847  0.1233
H -1.493 0.349 2.306  0.1333
H 0.039 -2.214 3.468  0.1458
H 0.051 -3.122 2.063  0.1424
H 0.215 0.536 0.376  0.1434
H 1.239 -0.386 -3.219  0.1315
H 2.941 0.124 -2.392  0.1259
H 2.163 1.010 -3.750  0.1125
H 2.517 -1.619 0.605  0.0506
H 2.626 -0.421 1.918  0.1431
H 2.432 -2.246 2.300  0.1526
H 1.885 2.000 -1.359  0.2082
H -2.848 2.150 -2.759  0.1145

=====

The ion C8H17N3 with charge +2, computed with ωB97M-V with the def2-TZVPD basis set.

Properties
Energy above the lowest of the compared OMol25 structures with the same formula, charge and spin   138.8 kJ/mol
SMILES   C/C1=C(\C)[NH2+]CN/C=[N+](/C)C1
LUMO   -7.138 eV
DFT total energy   -13023.10495 eV
Net charge   +2
Molar mass   155.25 g/mol

Last column: Löwdin charge in e.
Geometry (Å):
C 0.988 -1.951 0.678  -0.0065
C 0.709 -0.864 -0.200  -0.2216
C 1.538 0.150 -0.215  -0.2315
C 2.934 0.111 0.358  0.0319
N 1.080 1.399 -0.815  0.1384
C 0.241 2.178 0.192  -0.0319
N -0.973 1.637 0.707  0.1176
C -1.907 0.785 0.434  -0.0596
N -1.784 -0.284 -0.284  -0.0893
C -2.971 -1.080 -0.343  -0.0113
C -0.613 -0.857 -0.950  -0.0289
H 2.016 -2.068 0.656  0.0547
H 0.524 -2.920 0.338  0.1356
H 0.524 -1.735 1.654  0.1378
H 3.095 -1.003 0.452  0.1047
H 3.160 0.500 1.392  0.1352
H 3.606 0.566 -0.257  0.0624
H 0.451 1.126 -1.658  0.2143
H 1.793 2.021 -1.121  0.1799
H 0.069 3.125 -0.249  0.1476
H 0.987 2.190 1.058  0.1911
H -1.360 2.189 1.461  0.1827
H -2.797 0.887 1.040  0.1829
H -3.090 -1.291 -1.412  0.1149
H -3.935 -0.527 -0.067  0.1445
H -2.869 -2.055 0.194  0.1343
H -0.489 -0.330 -1.812  0.0978
H -0.926 -1.898 -1.231  0.1722

=====

The ion C8H17N3S with charge +2, computed with ωB97M-V with the def2-TZVPD basis set.

Properties
Energy above the lowest of the compared OMol25 structures with the same formula, charge and spin   27.8 kJ/mol
SMILES   [H]/N=C1/C[C@H]2C[C@H]([NH3+])[C@@]2(S)[C@]1(C)[NH3+]
LUMO   -6.843 eV
DFT total energy   -23857.98700 eV
Net charge   +2
Molar mass   187.31 g/mol

Last column: Löwdin charge in e.
Geometry (Å):
H -3.274 0.097 1.189  0.0865
N -2.923 0.563 0.386  0.2453
C -1.882 0.444 -0.252  -0.2781
C -1.361 1.008 -1.552  -0.0371
C 0.169 0.905 -1.530  -0.1701
C 1.025 1.923 -0.737  -0.0624
C 1.117 0.994 0.459  -0.2540
N 2.508 0.830 1.051  0.2497
C 0.520 -0.150 -0.360  -0.7057
S 1.728 -1.294 -0.874  0.9631
C -0.802 -0.730 0.106  -0.3723
C -0.965 -1.258 1.536  0.0368
N -1.176 -1.803 -0.937  0.2533
H -1.882 0.439 -2.265  0.1170
H -1.818 1.928 -1.686  0.1242
H 0.743 0.766 -2.368  0.1151
H 1.928 2.196 -1.170  0.1050
H 0.524 2.959 -0.716  0.1768
H 0.382 1.412 1.294  0.2179
H 3.153 0.847 0.219  0.1920
H 2.435 0.002 1.656  0.1716
H 2.555 1.589 1.626  0.1316
H 1.957 -1.927 0.432  0.0086
H -0.175 -1.880 1.662  0.0543
H -1.780 -1.879 1.732  0.0979
H -0.856 -0.507 2.208  0.0743
H -1.991 -2.220 -0.586  0.1516
H -0.285 -2.342 -0.917  0.1058
H -1.329 -1.383 -1.909  0.2013

=====

Orbital gap for every record listed, in sequence, given in eV: 11.18 10.60 9.54.
Maximum force for every record listed, in sequence, given in hartree/bohr: 0.1173 0.0839 0.0803.